Computed, not measured: a cluster of 2 separate species, C10H26ClNO5P2 in total, with ωB97M-V/def2-TZVPD.

ORCA input file:
```
! wB97M-V def2-TZVPD RIJCOSX def2/J DEFGRID3
* xyz 0 1
O -5.75 -4.83 -1.41
P -5.41 -3.20 -1.54
Cl -5.31 -2.92 -3.65
P -3.32 -2.96 -0.73
O -2.72 -2.44 -2.30
C -1.48 -1.89 -2.01
C -0.74 -2.63 -0.86
C 0.38 -1.69 -0.51
C 1.19 -2.24 0.72
C 0.44 -2.09 2.05
O 0.67 -3.36 1.29
O -1.76 -2.77 0.10
H -5.12 -5.31 -1.97
H -2.94 -4.33 -1.00
H -3.92 -3.27 0.56
H -3.59 -1.57 -0.37
H -0.87 -1.53 -2.85
H -1.75 -0.95 -1.49
H -0.42 -3.65 -1.09
H 0.04 -0.70 -0.23
H 1.16 -1.70 -1.28
H 2.25 -2.10 0.75
H -0.63 -2.26 2.07
H 1.03 -2.30 2.93
C 0.67 2.48 -0.31
N 1.42 3.40 0.62
C 0.41 4.15 1.43
C 2.23 4.36 -0.18
C 2.30 2.63 1.60
C 3.41 1.80 0.99
O 2.86 0.84 0.13
H -0.12 3.06 -0.78
H 1.34 2.11 -1.07
H 0.24 1.66 0.27
H -0.21 4.72 0.75
H 0.94 4.82 2.11
H -0.19 3.44 1.99
H 2.92 3.81 -0.81
H 2.77 5.01 0.50
H 1.55 4.94 -0.80
H 1.61 1.98 2.15
H 2.72 3.36 2.28
H 3.95 1.30 1.81
H 4.14 2.42 0.45
H 3.58 0.38 -0.32
*
```

Results
Kohn-Sham gap ... 0.161 Ha
Highest occupied orbital energy ... -5.530 eV

=====

Computed, not measured: an isolated molecule of CH2INO2S, with ωB97M-V/def2-TZVPD.

ORCA input file:
```
! wB97M-V def2-TZVPD RIJCOSX def2/J DEFGRID3
* xyz 0 1
C -0.27 0.44 -0.13
N -1.70 -0.49 -0.74
O -2.39 -0.62 0.19
O 1.10 -1.42 0.82
S 1.13 -0.65 -0.42
I 2.97 0.93 0.03
H -0.24 1.40 -0.61
H -0.61 0.42 0.86
*
```

Results
Kohn-Sham gap ... 0.297 Ha
Highest occupied orbital energy ... -9.387 eV

=====

Computed, not measured: a structure of composition C35H24BrHfN6O5, with ωB97M-V/def2-TZVPD.

ORCA input file:
```
! wB97M-V def2-TZVPD RIJCOSX def2/J DEFGRID3
* xyz 1 1
Hf 0.44 0.05 -0.16
O -3.09 -2.16 1.52
C -3.37 -1.28 2.51
C -4.60 -1.42 3.13
C -4.97 -0.55 4.14
C -4.12 0.48 4.55
C -2.90 0.62 3.93
C -2.49 -0.26 2.91
C -1.20 -0.08 2.26
O -0.81 -0.93 1.35
N -0.43 0.94 2.63
N 0.69 1.01 1.84
C 1.70 1.67 2.24
C 2.89 1.69 1.37
C 3.97 2.50 1.62
C 5.04 2.48 0.73
C 4.99 1.63 -0.36
C 3.87 0.83 -0.53
N 2.84 0.85 0.31
H -2.19 -1.94 1.19
H -5.26 -2.22 2.81
H -5.93 -0.67 4.62
H -4.41 1.15 5.34
H -2.21 1.40 4.23
H 1.70 2.15 3.21
H 3.97 3.15 2.49
H 5.90 3.12 0.90
H 5.80 1.58 -1.07
H 3.79 0.15 -1.36
Br -5.50 0.89 -4.72
C -4.16 0.92 -3.39
C -3.85 2.11 -2.74
C -2.88 2.14 -1.76
C -2.18 0.99 -1.41
O -1.28 1.02 -0.44
C -2.47 -0.21 -2.09
C -1.77 -1.46 -1.87
N -0.69 -1.62 -1.20
C -0.06 -2.90 -1.07
C -0.45 -4.02 -1.75
C 0.15 -5.27 -1.52
C 1.13 -5.40 -0.58
C 1.58 -4.26 0.12
C 2.58 -4.34 1.11
C 3.00 -3.22 1.76
C 2.44 -1.99 1.38
N 1.51 -1.86 0.46
C 1.02 -3.00 -0.15
C -3.48 -0.23 -3.07
H -4.38 3.02 -3.00
H -2.65 3.05 -1.22
H -2.23 -2.33 -2.34
H -1.24 -3.96 -2.48
H -0.19 -6.13 -2.08
H 1.58 -6.36 -0.37
H 3.00 -5.31 1.35
H 3.75 -3.25 2.53
H 2.78 -1.08 1.85
H -3.72 -1.16 -3.57
O 1.86 0.61 -3.99
C 1.58 0.78 -2.83
O 1.34 -0.17 -1.94
C 1.47 2.18 -2.26
C 1.91 3.27 -2.98
C 1.82 4.53 -2.40
C 1.27 4.64 -1.13
C 0.84 3.50 -0.48
N 0.95 2.29 -1.03
H 2.31 3.11 -3.98
H 2.16 5.41 -2.93
H 1.16 5.60 -0.65
H 0.39 3.54 0.50
*
```

Results
Kohn-Sham gap ... 0.247 Ha
Highest occupied orbital energy ... -10.463 eV

=====

Computed, not measured: a structure of composition C7H11Br2O2S, with ωB97M-V/def2-TZVPD.

ORCA input file:
```
! wB97M-V def2-TZVPD RIJCOSX def2/J DEFGRID3
* xyz -1 1
C 2.28 -0.36 -0.52
C 1.65 -1.22 0.65
C 1.63 1.11 -0.35
C 0.21 -1.43 0.33
C 0.09 0.96 -0.60
C -0.57 -0.06 0.28
C -2.07 -0.19 -0.02
O -2.03 2.11 1.23
O -4.27 1.44 0.25
S -2.82 1.64 0.02
Br -2.40 -0.69 -1.89
Br -3.08 -1.29 1.18
H 3.35 -0.26 -0.70
H 1.87 -0.78 -1.43
H 2.15 -2.25 0.62
H 1.72 -0.75 1.57
H 1.86 1.44 0.72
H 1.81 1.72 -1.13
H -0.04 -2.03 -0.56
H -0.28 -2.08 1.12
H -0.33 1.95 -0.37
H -0.20 0.72 -1.67
H -0.54 0.30 1.26
*
```

Results
Kohn-Sham gap ... 0.256 Ha
Highest occupied orbital energy ... -3.911 eV

=====

Computed, not measured: an isolated molecule of C5H9Cl, with ωB97M-V/def2-TZVPD.

ORCA input file:
```
! wB97M-V def2-TZVPD RIJCOSX def2/J DEFGRID3
* xyz 0 1
C -1.44 1.02 0.73
C -0.72 0.38 -0.49
C 0.50 -0.09 -0.22
C 1.06 -1.24 0.64
C 1.35 0.39 -1.09
H -2.60 1.09 0.40
H -0.97 1.83 0.91
H -1.30 0.37 1.58
H -0.98 0.91 -1.56
H 1.06 -0.99 1.80
H 2.06 -1.72 0.80
H 0.17 -2.02 0.42
H 2.32 -0.21 -1.39
H 1.20 1.36 -1.88
Cl -1.71 -1.09 -0.67
*
```

Results
Kohn-Sham gap ... 0.376 Ha
Highest occupied orbital energy ... -9.304 eV
SMILES ... C=C(C)[C@H](C)Cl

=====

Computed, not measured: a cluster of 5 separate species, C6H17O6 in total, with ωB97M-V/def2-TZVPD.

ORCA input file:
```
! wB97M-V def2-TZVPD RIJCOSX def2/J DEFGRID3
* xyz -1 1
O 0.91 0.95 0.88
C 0.94 -0.09 0.20
O 0.74 -0.14 -1.05
C 1.09 -1.44 0.95
C -0.10 -1.78 1.83
C -1.48 -1.30 1.30
C -2.39 0.70 2.55
C -2.24 -0.59 2.36
H 1.08 -2.12 0.08
H 2.09 -1.53 1.37
H -0.18 -2.85 2.07
H 0.07 -1.33 2.81
H -2.05 -2.15 0.99
H -1.34 -0.67 0.43
H -2.01 1.40 1.81
H -2.96 1.10 3.39
H -2.72 -1.22 3.10
H -0.30 2.27 -0.58
H -1.00 2.73 0.66
O -1.00 2.87 -0.29
H 3.27 1.88 -1.45
H 1.89 2.35 -1.48
O 2.76 2.62 -1.81
H 1.78 -1.32 -1.90
H 1.67 -1.83 -3.29
O 2.21 -1.98 -2.50
H -1.35 -0.78 -3.24
H -1.65 -0.45 -1.81
O -1.99 -0.31 -2.70
*
```

Results
Kohn-Sham gap ... 0.332 Ha
Highest occupied orbital energy ... -5.562 eV

=====

Computed, not measured: an isolated molecule of C8H13N, with ωB97M-V/def2-TZVPD.

ORCA input file:
```
! wB97M-V def2-TZVPD RIJCOSX def2/J DEFGRID3
* xyz 0 1
C 2.28 0.01 -0.49
C 1.52 1.21 0.30
C 0.43 0.19 0.40
C 1.40 -0.97 0.30
C -1.97 0.07 0.62
C -1.68 1.02 -0.61
C -0.47 -0.03 -0.80
C -1.50 -1.03 -0.39
H 2.34 0.03 -1.48
H 3.39 -0.54 -0.17
H 1.79 1.54 1.32
H 1.22 2.03 -0.42
H 2.04 -1.22 1.33
H 0.70 -1.93 -0.03
H -0.59 -0.81 1.91
H -2.96 0.32 1.14
H -1.37 2.10 -0.30
H -2.28 1.13 -1.42
H 0.01 -0.20 -1.70
H -1.20 -1.90 -0.02
H -2.48 -1.24 -0.98
N -0.63 0.24 1.49
*
```

Results
Kohn-Sham gap ... 0.373 Ha
Highest occupied orbital energy ... -9.103 eV

=====

Computed, not measured: a structure of composition C25H34BClN5O7RuS, with ωB97M-V/def2-TZVPD.

ORCA input file:
```
! wB97M-V def2-TZVPD RIJCOSX def2/J DEFGRID3
* xyz 0 2
Ru -0.53 -1.76 0.56
Cl -7.19 1.10 0.95
C -5.56 0.69 0.56
C -4.62 1.71 0.37
C -3.33 1.40 0.04
C -2.90 0.05 -0.15
O -1.73 -0.20 -0.55
C -3.90 -0.98 0.08
C -3.53 -2.35 -0.05
O -2.41 -2.81 -0.33
C -5.21 -0.63 0.42
H -4.92 2.74 0.50
H -2.59 2.18 -0.10
H -4.35 -3.08 0.10
H -5.93 -1.41 0.59
C 1.92 8.03 -0.64
C 1.94 6.63 -1.26
C 0.97 6.63 -2.45
C 3.37 6.38 -1.76
C 1.50 5.53 -0.30
C 0.85 5.82 0.90
C 0.36 4.83 1.75
C 0.54 3.52 1.37
O 0.14 2.38 1.98
B 0.55 1.30 1.15
O 1.24 1.88 0.00
C 1.20 3.21 0.17
C 1.68 4.20 -0.67
H 2.32 8.75 -1.35
H 2.55 8.07 0.25
H 0.92 8.35 -0.38
H 1.21 7.42 -3.15
H -0.05 6.79 -2.10
H 1.00 5.67 -2.97
H 3.69 7.18 -2.42
H 3.45 5.45 -2.31
H 4.06 6.34 -0.91
H 0.70 6.84 1.19
H -0.14 5.09 2.67
H 2.17 3.91 -1.59
O -3.08 -2.60 2.40
N -2.22 -2.07 3.08
O -1.02 -2.09 2.83
C 1.54 -4.49 0.96
N 1.79 -5.92 0.91
C 1.57 -6.39 -0.45
N 0.21 -6.14 -0.89
C -0.04 -4.71 -0.83
N 0.16 -4.17 0.54
C -0.76 -4.90 1.44
N -0.53 -6.33 1.40
C 0.85 -6.59 1.79
C -0.71 -6.80 0.03
H 2.24 -3.99 0.28
H 1.69 -4.13 1.98
H 1.75 -7.47 -0.48
H 2.26 -5.88 -1.12
H -1.06 -4.50 -1.14
H 0.66 -4.20 -1.51
H -1.79 -4.69 1.14
H -0.60 -4.54 2.46
H 1.03 -7.67 1.75
H 1.00 -6.24 2.82
H -1.74 -6.59 -0.28
H -0.53 -7.88 0.00
C 2.89 -0.91 -0.19
S 1.59 -1.76 -1.14
C 0.99 -0.42 -2.18
O 0.40 0.05 1.36
H 2.62 0.13 -0.09
H 3.83 -1.03 -0.72
H 2.94 -1.38 0.79
H 1.81 -0.07 -2.80
H 0.61 0.37 -1.54
H 0.18 -0.83 -2.79
*
```

Results
Kohn-Sham gap (alpha / beta) ... 0.200 / 0.231 Ha
Highest occupied orbital energy (alpha / beta) ... -7.789 / -7.798 eV
⟨S²⟩ ... 0.97

=====

Table of strongest force on any atom (eV/Å), in record order: 3.5, 3.1, 1.5, 5.2, 8.8, 2.3, 7.6, 3.7